Molecular formula: C4H9N3O
Method: DFT, the ωB97M-V functional and the def2-TZVPD basis

Summary:
total charge = 0
highest occupied orbital energy = -9.637 eV
SMILES = [H]/N=C(/C)O.C=C=NN
HOMO-LUMO gap = 10.22 eV
energy above the lowest of the compared OMol25 structures with the same formula, charge and spin = 68.6 kcal per mole

Each line ends with the Mulliken charge.
Cartesian coordinates (Å):
O 0.633 -0.745 -1.074  -0.481
N 0.979 1.381 1.632  -0.475
N -0.475 -1.873 0.640  -0.669
N 0.185 1.543 0.532  -0.224
C -1.619 3.194 -0.037  -0.871
C -0.674 2.394 0.337  0.484
C 0.161 -1.840 -0.442  0.692
C 0.477 -3.109 -1.172  -0.992
H 0.003 -3.089 -2.151  0.274
H -0.647 -0.967 1.072  0.297
H -2.642 3.025 0.251  0.241
H 0.112 -3.954 -0.600  0.284
H 0.398 0.074 -0.585  0.436
H -1.418 4.050 -0.658  0.249
H 1.145 2.211 2.193  0.260
H 1.552 -3.187 -1.318  0.279
H 1.830 0.893 1.380  0.216

Cartesian forces, eV/Å:
O 0.17 0.15 -0.27
N 0.15 0.05 0.55
N -0.50 -0.18 0.82
N -0.08 -0.12 -0.49
C -0.45 0.40 -0.14
C 0.57 -0.40 0.29
C 0.13 -0.07 -0.19
C 0.04 0.20 -0.04
H 0.01 -0.03 -0.11
H 0.13 0.08 -0.19
H -0.16 -0.12 0.12
H -0.01 0.00 0.01
H -0.04 -0.21 -0.02
H 0.16 0.17 -0.05
H -0.04 -0.01 -0.23
H 0.08 -0.04 -0.07
H -0.17 0.14 0.01

---

Molecular formula: C2H6N2O2
Method: DFT, the ωB97M-V functional and the def2-TZVPD basis

Summary:
total charge = -2
highest occupied orbital energy (alpha / beta) = 3.310 / 3.409 eV
HOMO-LUMO gap (alpha / beta) = 4.57 / 4.47 eV
energy above the lowest of the compared OMol25 structures with the same formula, charge and spin = 60.4 kcal per mole

Each line ends with the Mulliken charge.
Cartesian coordinates (Å):
O 0.418 1.704 -0.492  -0.629
O -0.354 -1.648 0.531  -0.704
N -0.058 -0.447 1.202  -0.465
N -0.682 1.131 -0.171  -0.448
C 1.359 -0.257 1.107  -0.757
C -1.333 0.293 -1.079  -0.718
H -1.099 0.251 -2.261  0.349
H 1.531 0.760 0.610  0.126
H 1.890 -0.392 2.030  0.374
H -2.420 0.401 -1.034  0.218
H -1.066 -0.795 -0.966  0.300
H 1.813 -1.002 0.522  0.354

Cartesian forces, eV/Å:
O 1.24 0.93 -1.45
O 0.24 1.04 1.18
N -0.40 -2.39 -0.63
N -1.25 0.54 1.52
C -0.44 1.75 -0.45
C 0.16 -1.82 -3.54
H 0.07 1.27 1.58
H 0.12 -0.82 0.65
H 0.18 0.50 1.35
H -0.10 0.00 0.25
H -0.28 0.22 1.03
H 0.47 -1.24 -1.50

---

Molecular formula: C8H4BrCl2InNO3Y
Method: DFT, the ωB97M-V functional and the def2-TZVPD basis

Summary:
total charge = +4
highest occupied orbital energy (alpha / beta) = -21.768 / -20.846 eV
HOMO-LUMO gap (alpha / beta) = 6.32 / 2.63 eV
energy above the lowest of the compared OMol25 structures with the same formula, charge and spin = 17.9 kcal per mole

Each line ends with the Mulliken charge.
Cartesian coordinates (Å):
In 0.540 0.689 -5.611  1.058
Y -0.242 0.998 -0.644  1.709
Br 2.878 0.853 4.834  0.494
Cl 1.287 0.333 -2.491  -0.316
Cl -1.058 2.419 -5.306  -0.270
O -0.381 1.775 -8.511  -0.046
O 0.620 -1.921 -9.201  -0.073
O -0.780 -1.661 1.551  0.108
N 0.809 1.498 1.299  -0.358
C -0.623 -0.880 0.706  0.151
C 1.784 1.599 3.503  -0.281
C 1.191 2.855 3.677  0.156
C 0.203 2.701 1.496  0.341
C 0.358 3.379 2.688  -0.905
C 1.524 0.895 2.323  0.036
C 0.271 0.954 -8.039  0.211
C 0.558 -1.465 -8.150  0.108
H 1.837 -0.137 2.155  0.522
H -0.179 4.313 2.834  0.463
H -0.427 3.086 0.682  0.359
H 1.375 3.395 4.596  0.532

Cartesian forces, eV/Å:
In -0.23 0.17 -0.71
Y 0.99 0.70 -3.14
Br -0.50 0.32 -0.61
Cl -1.02 0.39 1.57
Cl 0.42 -0.54 0.36
O 2.18 -3.14 0.87
O -0.17 1.50 3.24
O 0.84 4.00 -4.51
N 0.35 -0.74 1.58
C -1.34 -5.82 5.48
C 0.22 -0.40 0.13
C -0.13 0.41 0.11
C 1.10 -0.90 1.00
C -0.32 0.65 0.08
C -0.61 0.49 -1.60
C -2.28 4.51 -1.12
C 0.18 -2.60 -3.19
H 0.21 0.33 0.02
H 0.21 0.00 0.14
H 0.04 0.42 0.22
H -0.12 0.24 0.08

---

Molecular formula: C34H100NO26
Method: DFT, the ωB97M-V functional and the def2-TZVPD basis

Summary:
total charge = -1
highest occupied orbital energy = -2.014 eV
HOMO-LUMO gap = 3.49 eV

Each line ends with the Mulliken charge.
Cartesian coordinates (Å):
O -2.905 -3.236 -7.217  -0.569
O 6.678 -3.128 0.584  -0.462
O -3.222 9.905 -0.968  -0.535
O -3.776 -0.405 7.594  -0.491
O 5.041 7.483 -0.135  -0.529
O -1.079 8.209 -0.067  -0.496
O 4.524 1.577 7.936  -0.525
O 1.834 -1.502 0.761  -0.835
O -0.019 -5.263 2.169  -0.404
O -1.561 2.993 6.326  -0.492
O 0.394 -5.840 -2.739  -0.475
O -5.311 -1.615 -4.114  -0.497
O -7.299 -0.685 -2.109  -0.499
O -1.212 3.029 -6.823  -0.540
O 3.949 -0.862 6.412  -0.414
O -7.299 2.332 -4.520  -0.475
O 4.612 0.776 2.830  -0.494
O 7.413 -5.172 -1.402  -0.516
O 0.923 2.709 -9.011  -0.516
O -4.230 2.004 -4.156  -0.411
O 2.951 -7.729 3.897  -0.496
O 3.584 -4.975 4.450  -0.466
O 3.984 -3.416 -3.289  -0.401
O 0.066 -5.254 -6.635  -0.470
O -8.194 -0.597 3.391  -0.510
O 2.825 7.950 1.517  -0.563
N 1.122 -0.183 0.574  0.802
C 0.658 -0.383 -1.967  -1.980
C 1.251 0.429 -0.788  1.965
C -4.124 -1.663 7.022  -0.382
C -0.642 1.474 1.235  -1.575
C -6.874 -0.137 3.279  -0.500
C -0.774 1.979 -0.136  -0.362
C 7.675 -2.911 -0.457  -0.339
C 2.821 0.666 -1.040  -2.058
C -0.995 -5.830 -2.498  -0.500
C -5.607 -2.238 -2.881  -0.271
C -0.137 -0.048 1.373  1.901
C -5.126 2.916 -3.441  -0.514
C -1.331 -0.893 0.818  -1.611
C -0.374 1.895 -7.031  -0.334
C 8.346 -4.236 -0.904  -0.433
C 4.042 0.378 8.512  -0.374
C -1.069 -5.787 2.943  -0.567
C -0.731 -4.391 -7.395  -0.315
C 0.020 -0.341 2.812  -2.052
C 3.206 -7.263 5.221  -0.541
C 0.101 1.673 -8.491  -0.370
C -1.992 9.719 -1.609  -0.495
C -1.887 -3.979 -6.508  -0.182
C 4.072 6.472 -0.022  -0.112
C 3.190 -0.487 7.568  -0.405
C 4.463 2.112 3.200  -0.701
C 4.608 -2.948 -4.417  -0.636
C -6.300 3.338 -4.336  -0.243
C 2.849 -5.793 5.409  -0.189
C -2.463 3.952 5.834  -0.476
C -7.066 -2.009 -2.485  -0.385
C 0.616 1.859 -0.732  -1.391
C -1.329 8.377 -1.429  -0.180
C 3.436 6.661 1.316  -0.527
H 3.175 -5.545 6.419  0.286
H 2.583 -7.941 5.805  0.376
H -1.237 -6.202 -1.502  0.255
H 1.773 -5.627 5.356  0.198
H 3.468 0.703 9.380  0.321
H -0.753 0.979 -6.580  0.333
H 3.486 -2.631 -3.050  0.279
H -1.902 8.390 0.393  0.278
H -4.578 3.764 -3.031  0.335
H -8.214 -1.326 4.015  0.292
H 0.476 -5.768 -3.693  0.273
H 4.668 2.738 2.332  0.260
H -0.135 -3.578 -7.808  0.260
H -2.302 -4.906 -6.114  0.190
H 0.527 2.060 -6.440  0.249
H -0.683 3.786 -6.559  0.304
H -0.414 -0.198 -2.035  0.328
H 1.103 -0.222 -2.949  0.358
H -0.401 8.285 -1.993  0.291
H 0.678 -1.458 -1.787  0.391
H 0.744 0.812 -8.308  0.263
H -1.118 -5.039 -8.182  0.271
H -2.128 9.995 -2.655  0.343
H 5.124 -2.015 -4.187  0.254
H 2.410 -8.514 4.006  0.301
H 3.906 -2.879 -5.247  0.250
H -7.275 -2.728 -1.693  0.332
H 4.886 -0.192 8.903  0.262
H -1.991 2.209 6.674  0.301
H -1.630 -3.336 -5.667  0.230
H -1.885 7.507 -1.778  0.206
H -4.858 -2.025 -2.119  0.224
H 1.284 2.613 -0.314  0.358
H 2.671 5.890 1.410  0.315
H -7.851 2.584 -5.264  0.280
H 8.894 -4.771 -0.129  0.304
H -6.772 4.188 -3.844  0.313
H 0.316 3.390 -9.311  0.296
H -6.610 0.185 4.286  0.226
H 3.464 -0.192 -0.842  0.372
H 5.383 -3.643 -4.743  0.252
H 9.078 -4.106 -1.701  0.315
H -1.484 -6.475 -3.228  0.272
H 4.140 6.494 2.132  0.300
H 0.412 -1.307 3.132  0.323
H 6.512 -2.257 0.952  0.260
H -0.937 -0.355 3.333  0.454
H -0.037 2.136 1.854  0.362
H -0.227 -4.329 2.095  0.275
H -1.956 -5.952 2.332  0.259
H -7.248 -0.205 -2.938  0.252
H -1.229 -5.073 3.751  0.226
H 1.957 7.934 1.106  0.313
H 3.857 0.539 2.286  0.309
H 0.520 2.127 -1.784  0.403
H -6.081 -0.788 2.913  0.242
H 7.201 -2.309 -1.232  0.258
H -1.405 -4.820 -2.510  0.165
H -1.492 1.346 -0.656  0.164
H -7.692 -2.201 -3.356  0.264
H 3.011 1.153 -1.996  0.459
H -1.335 10.516 -1.262  0.275
H -4.973 -0.723 -4.005  0.270
H -3.065 10.207 -0.070  0.317
H 5.195 2.327 3.978  0.328
H -5.440 -3.290 -3.112  0.281
H -3.488 -2.871 -6.548  0.311
H -1.174 -1.200 -0.216  0.141
H -3.384 3.823 6.403  0.223
H 2.271 0.045 7.322  0.280
H -4.588 -0.011 7.921  0.289
H -0.701 -6.713 3.385  0.207
H -3.524 2.540 -4.524  0.200
H -2.173 5.000 5.757  0.245
H 3.774 -4.129 4.862  0.269
H -1.579 1.534 1.788  0.487
H -6.850 0.769 2.673  0.246
H -4.840 -1.529 6.211  0.115
H -5.850 3.711 -5.256  0.267
H -5.456 2.385 -2.548  0.275
H -2.238 -0.290 0.868  0.344
H -4.535 -2.320 7.789  0.277
H 4.235 -7.551 5.434  0.257
H 4.572 5.505 -0.094  0.259
H 3.510 2.465 3.593  0.267
H -3.236 -2.190 6.672  0.200
H 2.856 -1.396 8.069  0.307
H 8.406 -2.252 0.010  0.332
H -1.102 3.018 -0.102  0.356
H 3.253 6.567 -0.735  0.201
H -2.634 3.669 4.796  0.195
H -0.697 1.378 -9.173  0.319
H 3.789 2.149 7.703  0.302
H 3.282 1.373 -0.351  0.297
H 4.009 -0.145 5.777  0.249
H 7.808 -5.996 -1.698  0.283
H 4.697 8.188 0.419  0.337
H 0.698 0.362 3.296  0.304
H 0.646 -5.700 -7.256  0.278
H -1.651 -1.783 1.360  0.339

Cartesian forces, eV/Å:
O 0.62 -0.59 -0.36
O 0.90 -0.44 -0.85
O -0.79 -0.58 0.46
O 0.23 -0.11 -0.17
O 0.50 0.23 -0.69
O 0.76 -0.21 1.00
O 0.63 -0.12 -0.56
O -1.70 2.22 -0.69
O -0.02 0.06 -0.29
O 1.72 0.56 0.62
O -0.04 -0.10 0.09
O 0.15 0.44 -0.54
O -0.11 0.48 0.50
O -0.70 -0.31 -0.21
O -0.53 -0.41 0.71
O 0.83 -0.11 0.11
O -0.40 -0.38 0.45
O -1.42 0.24 -0.24
O -0.56 -0.13 0.18
O -0.73 0.75 0.74
O -0.16 0.09 -0.48
O -0.72 -1.12 0.88
O -0.67 0.00 0.82
O 0.88 -0.40 0.85
O -0.51 -0.63 -0.73
O 0.72 -0.30 -0.26
N 1.15 -0.68 1.02
C -0.61 -0.51 0.49
C 1.28 0.17 1.65
C -0.03 -0.11 0.39
C -0.06 -1.34 2.61
C 0.53 1.21 1.03
C 0.76 -0.50 -0.17
C -0.47 -0.40 1.27
C -0.65 0.14 0.60
C -0.23 -0.05 0.21
C -0.01 -0.75 -0.59
C -0.30 0.74 -2.97
C 0.04 -1.46 -0.61
C -0.41 -0.09 -0.25
C 1.18 0.91 -0.21
C -0.05 -0.54 -0.28
C -0.73 0.08 0.37
C 0.74 0.17 0.25
C -0.65 -0.23 -0.35
C 0.72 -0.48 1.85
C -0.48 -0.86 -0.73
C 0.14 -0.61 1.54
C 0.75 1.15 -1.25
C -0.95 0.77 0.15
C 0.01 0.66 0.69
C 0.90 0.56 -0.32
C 0.67 0.89 -0.13
C 1.21 -0.27 -1.16
C 0.28 0.53 0.86
C 1.37 0.22 -0.43
C -1.24 -1.41 -0.86
C 1.12 -0.63 -0.36
C -0.05 -0.25 -1.87
C -0.37 -0.30 -0.27
C -1.19 -1.13 0.99
H -0.05 0.14 0.24
H -0.09 0.61 1.03
H 0.42 -0.22 0.04
H -0.07 -0.03 -0.34
H -0.43 -0.49 0.30
H -0.77 0.07 -0.37
H -0.57 -0.39 1.03
H -0.10 -0.21 0.13
H -0.02 0.32 -0.45
H 0.02 -0.03 -0.04
H 0.35 0.13 -0.07
H 0.16 0.41 -0.05
H -0.22 0.28 -0.02
H -0.08 -0.10 0.10
H 0.36 0.03 -0.09
H 0.15 -0.19 -0.04
H -0.18 0.38 -0.23
H 0.17 0.37 0.02
H 0.26 0.51 0.22
H 0.57 -0.07 0.36
H 0.19 -0.20 -0.65
H -0.45 0.61 -0.60
H -0.24 -0.45 -0.24
H -0.03 0.38 -0.46
H 0.03 0.10 -0.41
H -0.03 0.48 -0.31
H -0.42 0.35 0.27
H 0.19 0.11 -0.35
H -0.35 0.22 -0.18
H 0.76 -0.30 0.12
H -0.71 0.20 -0.25
H -0.27 0.51 0.28
H 0.13 -0.25 0.41
H -0.17 -0.15 0.24
H 0.04 0.02 -0.03
H 0.03 0.68 0.76
H -0.07 0.28 0.08
H 0.08 0.24 -0.06
H 0.67 0.17 0.10
H -0.56 -0.56 -0.56
H 0.06 -0.21 0.12
H 0.21 0.92 -0.06
H -0.41 0.08 -0.03
H 0.12 0.28 -0.05
H 0.35 -0.31 -0.97
H -0.31 0.00 0.13
H -0.36 0.65 -0.08
H 0.74 -0.02 -0.19
H 0.58 0.28 -0.46
H -0.30 -0.11 0.21
H -0.05 0.52 0.00
H -0.68 -0.19 0.30
H -0.13 0.03 -0.10
H -0.31 -0.49 -0.31
H 0.17 0.30 -0.40
H -0.42 -0.56 -0.18
H 0.09 -0.54 -0.61
H -0.10 0.19 -0.33
H -0.13 0.22 -0.37
H -0.01 -0.59 -0.08
H -0.12 -0.43 -0.49
H 0.55 -0.20 0.22
H 0.06 0.19 0.21
H -0.04 0.08 0.00
H 0.17 0.03 -0.07
H -0.34 -0.32 0.20
H -0.10 0.07 0.03
H 0.05 0.05 0.08
H -0.31 0.63 -0.19
H -0.08 0.22 -0.33
H 0.01 0.05 0.04
H -0.26 -0.17 -0.06
H 0.15 -0.10 -0.16
H 0.74 -0.21 0.88
H -0.09 0.14 -0.03
H -0.49 -0.25 -0.05
H -0.27 -0.16 -0.17
H 0.04 -0.18 -0.13
H -0.21 -0.23 -0.37
H -0.29 -0.23 -0.14
H -0.19 0.22 -0.26
H -0.32 -0.06 0.03
H 0.27 0.73 0.29
H -0.23 -0.06 -0.08
H -0.49 -0.61 0.04
H 0.10 0.48 -0.19
H 0.29 -0.13 0.04
H 0.69 -0.17 -0.30
H -0.16 0.07 -0.34
H 0.18 -0.07 -0.66
H -0.55 0.14 -0.26
H -0.11 0.17 -0.02
H -0.17 -0.07 0.03
H -0.63 0.37 0.57
H -0.07 0.20 0.02
H 0.34 0.24 0.18
H 0.10 0.48 -0.09
H -0.08 0.34 0.06
H 0.17 -0.10 0.23
H 0.67 -0.28 0.31